118
Properties=species:S:1:pos:R:3:forces:R:3:mulliken_charge:R:1 method="wB97M-V/def2-TZVPD" homo_ev="-2.054 / -2.689" s2=1.03 homo_lumo_gap_ev="4.778 / 5.242" e_above_lowest_kj_mol=0.00 total_charge=-2 spin_multiplicity=2
Pb 14.752 17.718 17.646 -0.60 0.26 0.55 2.40
I 19.663 18.940 25.111 -0.56 -0.05 -0.30 -0.01
C 17.918 18.720 23.912 -0.45 -0.87 -0.69 -0.18
C 17.554 17.427 23.427 0.28 1.53 0.78 -0.97
C 16.441 17.289 22.622 -0.12 0.54 -0.22 -0.03
C 15.663 18.404 22.206 -0.06 -0.02 0.98 0.72
C 16.135 19.683 22.601 -0.02 -0.56 0.08 0.03
C 17.197 19.839 23.487 0.50 -0.16 0.09 -0.93
C 14.467 18.258 21.357 -0.40 0.01 -0.81 -0.05
C 13.923 19.457 20.720 0.45 0.28 -0.82 -0.14
C 13.577 20.722 21.285 0.61 -0.74 0.37 -1.29
C 13.176 21.537 20.259 -0.87 -0.19 -1.32 -1.08
C 13.228 20.722 19.060 -0.33 1.01 0.64 -0.54
C 12.656 21.245 17.689 0.13 -4.11 0.98 2.84
C 11.338 21.936 17.994 0.17 0.54 0.27 -0.71
C 10.229 21.173 18.374 0.16 0.09 -0.06 -0.06
C 9.071 21.780 18.812 -0.16 1.08 -0.21 -0.75
C 9.020 23.196 18.818 1.35 -0.68 -0.51 0.01
I 7.328 24.156 19.437 -0.80 0.38 0.28 0.06
C 10.111 23.968 18.379 -0.67 -0.76 0.13 -0.72
C 11.284 23.327 17.973 -0.39 0.19 -0.05 -0.34
C 12.393 20.239 16.537 -0.41 -1.05 -0.55 -0.30
N 12.793 18.969 16.384 -0.47 0.54 0.69 0.73
C 12.216 18.478 15.220 0.31 -0.16 -0.43 -0.36
C 12.504 17.193 14.650 0.19 -0.26 1.88 1.27
C 12.424 16.982 13.186 -0.65 -0.08 -0.57 -0.06
C 13.528 16.529 12.437 0.10 0.18 0.63 0.21
C 13.478 16.483 11.054 -1.33 0.20 -0.70 -0.79
C 12.268 16.811 10.399 -0.06 -0.06 1.01 -0.30
I 12.190 16.888 8.294 0.02 -0.10 0.31 0.01
C 11.100 17.107 11.140 1.34 -0.15 -0.47 -0.97
C 11.205 17.218 12.521 0.51 -0.20 0.03 -0.44
C 12.836 16.066 15.467 0.43 0.22 0.03 0.55
C 13.055 14.720 14.999 0.16 0.17 -0.25 -1.33
C 13.260 13.954 16.102 -0.34 -1.08 0.08 -1.03
C 13.095 14.774 17.265 0.10 2.22 -0.93 0.27
N 12.929 16.082 16.835 -0.37 -0.58 0.46 -0.59
C 13.117 14.366 18.623 0.69 1.19 0.57 0.56
C 13.353 15.217 19.770 -0.47 0.20 -0.90 -0.25
C 13.554 14.732 21.101 0.04 0.14 0.98 -0.92
C 13.921 15.796 21.875 0.84 -0.94 0.25 -1.50
C 13.946 16.951 21.028 0.33 0.16 -1.37 -0.24
N 13.505 16.574 19.772 0.43 0.41 -0.01 -0.02
C 12.949 12.921 18.836 0.16 -0.83 0.09 0.29
C 11.798 12.300 18.309 0.82 0.55 0.76 -0.51
C 11.466 11.023 18.684 0.87 -0.96 0.41 -0.81
C 12.401 10.281 19.421 0.84 0.32 -0.02 0.01
I 11.936 8.256 19.802 0.12 0.25 0.08 0.00
C 13.677 10.800 19.792 -1.61 -0.42 -0.27 -0.83
C 13.907 12.147 19.529 -0.61 0.16 -0.40 -0.31
C 11.407 19.504 14.655 0.01 0.09 -1.21 -1.00
C 11.557 20.618 15.427 -0.26 0.62 0.76 -1.47
N 13.730 19.521 19.351 -0.93 -0.36 0.04 0.99
H 18.126 16.563 23.723 0.11 -0.11 -0.08 0.41
H 16.230 16.305 22.241 -0.06 -0.06 -0.11 0.34
H 15.692 20.568 22.170 -0.08 -0.07 0.14 0.36
H 17.499 20.841 23.814 -0.11 -0.40 -0.23 0.36
H 13.592 20.951 22.339 -0.01 0.10 0.03 0.70
H 12.782 22.550 20.337 0.10 -0.31 -0.01 0.52
H 10.262 20.093 18.313 0.24 -0.04 0.08 0.54
H 8.197 21.187 19.091 0.33 0.24 -0.01 0.37
H 10.006 25.046 18.322 0.13 -0.06 0.10 0.38
H 12.133 23.922 17.606 -0.46 -0.38 0.33 0.31
H 14.445 16.233 12.962 -0.35 0.30 -0.20 0.39
H 14.325 16.178 10.457 0.16 0.05 0.12 0.50
H 10.171 17.251 10.615 -0.19 0.14 0.05 0.42
H 10.347 17.472 13.131 -0.06 -0.06 -0.18 0.59
H 13.077 14.437 13.952 0.04 -0.16 0.29 0.55
H 13.495 12.894 16.161 -0.12 0.18 -0.25 0.67
H 13.469 13.718 21.433 -0.11 -0.21 0.11 0.65
H 14.319 15.742 22.886 -0.54 0.07 -0.15 0.72
H 11.191 12.867 17.636 -0.53 0.29 -0.08 0.52
H 10.538 10.554 18.402 -0.11 0.03 -0.19 0.37
H 14.394 10.148 20.293 -0.15 0.36 -0.18 0.38
H 14.828 12.642 19.797 0.17 -0.11 0.12 0.70
H 10.800 19.417 13.750 0.37 0.17 0.38 0.28
H 11.111 21.610 15.297 0.05 -0.55 0.00 0.56
O 17.204 13.682 17.496 -0.04 -0.30 -0.13 -0.60
P 17.377 15.210 17.987 0.91 0.16 0.93 0.43
O 18.403 15.260 19.069 -0.53 -0.07 -0.93 -0.85
O 16.015 15.789 18.253 0.01 -0.34 -0.26 -0.18
O 17.995 15.897 16.616 -0.57 0.48 -0.03 -0.53
P 17.225 16.409 15.279 0.78 -0.73 -0.72 0.30
O 16.533 14.958 14.808 0.86 0.28 -0.96 -0.57
O 18.223 16.835 14.256 -0.21 -0.44 0.50 -0.81
O 16.127 17.393 15.580 0.06 -0.48 0.19 0.60
H 16.708 13.632 16.665 0.01 0.21 0.10 0.37
H 17.098 14.621 14.060 -0.77 0.56 1.13 0.25
O 14.866 21.455 16.679 -3.08 1.07 0.57 0.33
O 13.443 22.204 17.180 4.88 1.68 -2.01 -0.70
Cl 16.445 22.206 19.354 0.11 0.35 -0.99 -0.25
Ge 16.237 22.430 17.203 0.17 -0.10 1.20 0.41
Cl 16.059 24.543 16.876 -0.08 -0.19 -0.11 -0.34
Cl 17.903 21.713 16.053 -0.57 0.30 0.39 -0.24
S 17.184 18.901 19.273 1.17 -0.01 -0.04 0.35
C 18.718 18.813 18.546 -1.21 -0.40 0.82 -0.58
N 19.865 18.740 19.307 0.02 0.36 -0.61 0.20
C 21.092 18.943 18.756 0.01 -0.11 -1.08 -0.39
C 21.226 19.053 17.387 0.48 -0.27 1.10 -0.75
C 20.092 18.919 16.551 -0.51 0.24 0.38 -0.51
C 18.858 18.811 17.134 0.53 -0.16 -0.44 -0.59
H 19.782 18.552 20.301 -0.29 0.21 -0.27 0.17
H 21.940 19.015 19.429 -0.21 -0.18 -0.04 0.42
H 22.236 19.133 17.001 -0.19 0.17 -0.11 0.34
H 20.181 18.968 15.470 -0.01 -0.22 0.12 0.51
H 17.940 18.692 16.555 0.39 0.24 0.15 0.79
Br 17.586 20.499 10.898 -0.34 -0.20 0.19 -0.19
C 15.700 20.699 10.966 -1.92 1.16 -0.95 -0.40
C 15.095 21.304 9.840 0.43 -0.33 -0.09 -0.33
C 13.718 21.543 9.758 0.92 -0.17 0.14 -0.76
C 12.922 21.260 10.846 0.36 -0.12 0.99 -0.53
C 13.496 20.775 12.030 -0.01 -0.15 -0.60 -0.14
C 14.854 20.412 12.057 0.42 0.44 -0.71 0.47
I 15.604 19.287 13.567 0.20 -0.47 1.19 0.19
H 15.722 21.535 8.977 -0.14 0.01 0.27 0.32
H 13.308 21.983 8.862 -0.05 -0.07 -0.14 0.37
H 11.858 21.407 10.811 -0.28 0.21 0.01 0.44
H 12.868 20.652 12.921 0.43 -0.24 -0.38 0.25

110
Properties=species:S:1:pos:R:3:forces:R:3:mulliken_charge:R:1 method="wB97M-V/def2-TZVPD" homo_ev="-9.297 / -10.119" s2=0.75 homo_lumo_gap_ev="6.463 / 7.240" total_charge=+1 spin_multiplicity=2
Ti -0.357 -0.083 0.753 -0.50 0.21 0.04 -0.16
C 2.141 -0.290 -4.083 0.20 0.05 -0.14 -1.05
N 1.324 -0.817 -3.003 -0.07 0.12 0.18 0.36
C 1.000 -0.170 -1.857 0.08 -0.44 -0.10 -0.91
N 0.159 -0.909 -1.127 0.41 -0.43 -1.52 1.78
C -0.072 -2.057 -1.843 0.14 -0.04 -0.01 -1.48
C 0.661 -2.019 -3.010 -0.10 0.02 0.06 0.90
C 0.687 -2.952 -4.146 0.00 0.00 -0.14 -0.07
C -0.519 -3.378 -4.704 0.05 0.09 0.04 -0.23
C -0.519 -4.195 -5.821 -0.05 -0.01 0.00 -0.80
C 0.680 -4.604 -6.388 0.00 -0.03 0.01 -0.44
C 1.882 -4.212 -5.818 0.07 0.02 -0.02 -0.78
C 1.887 -3.390 -4.703 -0.05 -0.01 0.09 -0.30
C -0.977 -3.147 -1.442 -0.12 -0.07 -0.01 0.91
C -2.323 -2.889 -1.190 0.06 -0.04 -0.14 -0.19
C -3.186 -3.929 -0.887 -0.05 0.06 0.01 -0.58
C -2.718 -5.235 -0.848 0.01 -0.02 -0.05 -0.59
C -1.382 -5.498 -1.114 -0.01 -0.07 0.01 -0.92
C -0.514 -4.460 -1.410 0.07 0.11 0.08 -0.38
P 1.667 1.454 -1.392 -0.53 0.32 0.75 -0.74
C 2.164 0.981 0.315 0.60 -0.90 -0.44 -0.76
N 1.655 -0.101 0.932 2.04 0.35 0.25 0.82
C 2.628 -0.582 1.784 -0.02 0.04 -0.15 -0.12
C 3.712 0.268 1.728 0.04 -0.12 0.04 0.57
N 3.422 1.201 0.771 -0.44 0.35 0.04 0.72
C 4.301 2.263 0.312 0.13 0.17 -0.13 -0.89
C 4.959 0.328 2.514 0.11 0.06 0.01 -1.11
C 6.150 -0.202 2.026 -0.09 -0.06 -0.03 -0.04
C 7.315 -0.097 2.770 0.05 -0.02 -0.04 -0.80
C 7.302 0.549 3.997 -0.03 0.01 -0.01 -0.38
C 6.118 1.085 4.485 0.01 0.03 0.04 -0.80
C 4.950 0.977 3.748 -0.04 -0.04 -0.05 0.09
C 2.529 -1.895 2.438 -0.13 -0.14 0.09 0.27
C 3.229 -2.193 3.608 -0.11 0.12 -0.04 -0.23
C 3.062 -3.422 4.224 0.07 -0.02 0.04 -0.98
C 2.219 -4.376 3.676 0.03 0.00 -0.04 -0.59
C 1.564 -4.108 2.483 -0.06 -0.09 -0.04 -0.67
C 1.724 -2.882 1.863 0.10 0.19 0.06 0.35
C 0.027 2.177 -1.010 -0.06 -0.10 -0.60 -0.58
N -1.009 1.438 -0.632 -0.02 0.92 -0.25 0.77
C -2.133 2.214 -0.780 -0.01 0.12 -0.32 -0.53
C -1.749 3.454 -1.262 -0.13 -0.13 0.21 0.71
N -0.384 3.399 -1.407 0.16 -0.13 0.11 0.66
C 0.488 4.470 -1.860 0.15 0.12 -0.11 -0.88
C -2.498 4.692 -1.555 0.00 0.10 -0.06 -0.69
C -2.682 5.105 -2.874 -0.01 -0.12 0.00 -0.01
C -3.371 6.275 -3.155 0.01 0.04 -0.04 -0.86
C -3.871 7.050 -2.119 -0.01 0.00 0.06 -0.40
C -3.676 6.654 -0.803 0.01 0.03 0.01 -0.87
C -2.990 5.483 -0.520 -0.01 -0.02 -0.02 0.39
C -3.479 1.668 -0.560 -0.12 -0.15 0.11 0.77
C -4.631 2.336 -0.972 0.12 0.02 0.01 -0.49
C -5.879 1.789 -0.724 -0.10 0.00 0.00 -0.92
C -6.002 0.571 -0.072 0.04 -0.03 -0.03 -0.87
C -4.860 -0.112 0.320 -0.01 -0.12 0.03 -0.71
C -3.613 0.433 0.073 0.13 0.23 -0.12 1.22
H 2.151 0.796 -4.035 -0.05 -0.01 0.00 0.43
H 1.726 -0.605 -5.037 -0.03 0.00 0.02 0.40
H 3.168 -0.649 -4.015 -0.03 -0.04 0.03 0.33
H -1.451 -3.055 -4.256 -0.02 0.00 -0.04 0.45
H -1.461 -4.504 -6.255 0.01 -0.02 0.00 0.43
H 0.677 -5.233 -7.269 0.00 -0.01 0.01 0.41
H 2.821 -4.543 -6.241 -0.02 -0.02 -0.01 0.41
H 2.829 -3.107 -4.249 0.01 0.02 -0.01 0.43
H -2.694 -1.875 -1.266 -0.02 0.03 0.07 0.53
H -4.230 -3.720 -0.693 0.00 -0.01 0.00 0.47
H -3.398 -6.048 -0.632 0.01 0.01 0.05 0.45
H -1.016 -6.517 -1.101 0.00 0.00 0.02 0.46
H 0.530 -4.664 -1.617 0.00 0.00 -0.01 0.55
H 5.153 2.336 0.981 -0.03 -0.02 0.04 0.38
H 3.768 3.212 0.306 0.01 -0.01 0.05 0.30
H 4.660 2.053 -0.695 -0.01 -0.03 0.03 0.30
H 6.155 -0.711 1.069 0.02 0.00 0.00 0.50
H 8.235 -0.517 2.385 0.00 0.00 0.02 0.40
H 8.214 0.637 4.573 0.00 -0.01 0.00 0.41
H 6.103 1.593 5.441 0.01 -0.02 0.00 0.42
H 4.020 1.385 4.126 0.01 0.01 0.01 0.53
H 3.889 -1.457 4.043 -0.06 0.00 0.09 0.41
H 3.593 -3.630 5.144 0.00 -0.01 -0.01 0.44
H 2.086 -5.331 4.166 -0.01 0.01 0.01 0.41
H 0.924 -4.853 2.027 0.00 0.00 0.03 0.51
H 1.223 -2.687 0.926 -0.10 0.01 -0.07 0.32
H -0.087 5.387 -1.945 -0.04 -0.02 0.03 0.36
H 0.918 4.232 -2.832 -0.04 0.00 0.00 0.31
H 1.294 4.625 -1.145 -0.04 -0.01 0.02 0.33
H -2.299 4.492 -3.681 -0.02 0.01 -0.01 0.47
H -3.515 6.584 -4.181 -0.01 -0.02 0.00 0.41
H -4.410 7.964 -2.331 0.01 -0.01 -0.03 0.41
H -4.049 7.263 0.010 -0.02 -0.01 -0.01 0.43
H -2.838 5.186 0.508 0.04 -0.06 0.04 0.39
H -4.557 3.283 -1.487 -0.04 0.01 0.00 0.50
H -6.768 2.316 -1.045 0.02 0.02 -0.01 0.44
H -6.978 0.145 0.118 -0.01 0.04 0.01 0.45
H -4.935 -1.071 0.819 0.01 0.02 0.02 0.52
H -2.722 -0.103 0.372 -0.35 -0.06 0.03 -0.63
Cl -3.660 1.161 7.194 -0.08 -0.01 0.12 -0.22
C -2.872 1.162 5.659 0.08 0.04 -0.14 0.34
C -1.800 0.317 5.440 0.05 -0.07 0.08 -0.98
C -1.189 0.333 4.204 -0.10 0.26 -0.51 0.77
Cl 0.128 -0.717 3.856 0.38 -0.15 0.54 0.04
C -1.583 1.178 3.148 -0.19 -0.08 0.50 -1.22
O -0.944 1.134 1.979 -0.77 1.35 1.34 -0.08
C -2.654 2.037 3.444 0.33 -0.24 -0.13 0.67
Cl -3.184 3.172 2.264 -0.06 0.19 -0.17 -0.11
C -3.305 2.020 4.666 0.00 -0.02 0.08 -0.73
H -1.445 -0.341 6.219 -0.02 -0.04 -0.04 0.50
H -4.143 2.679 4.840 0.02 0.04 -0.02 0.48
S -2.962 -3.018 3.012 -0.22 -0.17 0.23 -0.35
C -2.017 -2.215 2.045 0.24 0.06 -0.41 0.76
N -1.309 -1.616 1.298 -0.86 -1.49 0.39 -0.82

Number 1: E_tot -11861.972421 Eh. Number 2: E_tot -5548.632669 Eh.